C9H9N3O | ωB97M-V with the def2-TZVPD basis set

CARTESIAN COORDINATES (ANGSTROEM)
O (1.312, -1.342, 1.716)
N (3.036, -0.488, 0.572)
C (1.636, -0.542, 0.850)
C (3.467, 0.574, -0.018)
C (-3.000, 0.802, -0.211)
C (-1.630, 1.340, -0.059)
C (0.688, 0.433, 0.198)
C (1.255, 1.471, -0.460)
C (-2.867, -0.566, -0.110)
C (-0.775, 0.287, 0.100)
N (2.645, 1.597, -0.477)
N (-1.507, -0.895, 0.078)
C (-0.998, -2.267, 0.191)
H (4.545, 0.666, -0.184)
H (-3.878, 1.430, -0.350)
H (-1.319, 2.383, -0.040)
H (0.634, 2.179, -1.022)
H (-3.671, -1.303, -0.154)
H (3.033, 2.202, -1.202)
H (-0.131, -2.437, -0.464)
H (-1.740, -2.969, -0.165)
H (-0.735, -2.557, 1.212)

## Properties
Multiplicity: 1
LUMO level, eV: 0.41
Total energy, Eh: -587.84466
M, g mol⁻¹: 175.19
Highest occupied orbital energy, eV: -7.896
SMILES: Cn1cccc1-c1c[nH]cnc1=O

C6H12N2 | ωB97M-V with the def2-TZVPD basis set

CARTESIAN COORDINATES (ANGSTROEM)
C (2.750, 0.034, 0.385)
C (2.449, 1.487, 1.007)
H (3.489, -0.356, 0.999)
H (1.955, -0.681, 0.576)
H (2.980, 0.100, -0.628)
H (1.471, 1.734, 1.191)
H (3.007, 1.801, 1.882)
H (2.880, 2.208, 0.362)
C (-2.213, 1.043, 0.485)
C (-1.907, -2.342, -0.495)
C (-1.770, -0.138, -0.199)
C (-1.196, -0.388, -1.441)
N (-2.101, -1.437, 0.391)
N (-1.307, -1.770, -1.643)
H (-2.009, -3.423, -0.358)
H (-0.704, -2.270, -2.349)
H (-1.035, 0.352, -2.221)
H (-2.443, 1.798, -0.216)
H (-1.332, 1.441, 1.155)
H (-2.964, 0.807, 1.117)

## Properties
Multiplicity: 2
LUMO level (spin up / spin down), eV: -4.04 / -8.21
Charge: +1
<S²>: 0.756
Total energy, Eh: -344.96792
M, g mol⁻¹: 112.18
Highest occupied orbital energy (spin up / spin down), eV: -14.572 / -14.573

C26H38N5S2Ta | ωB97M-V with the def2-TZVPD basis set

CARTESIAN COORDINATES (ANGSTROEM)
Ta (-0.414, -0.547, 0.335)
C (2.956, -1.680, 0.962)
N (2.336, -0.346, 0.759)
C (2.950, 0.304, -0.393)
C (2.096, 1.417, -0.913)
N (0.813, 0.915, -1.469)
C (-0.116, 2.039, -1.784)
C (1.129, 0.165, -2.687)
C (1.520, 0.836, -3.841)
C (1.898, 0.125, -4.968)
C (1.904, -1.266, -4.946)
C (1.503, -1.937, -3.804)
C (1.105, -1.211, -2.682)
S (0.556, -2.074, -1.262)
C (2.329, 0.386, 2.011)
C (3.218, 1.400, 2.322)
C (3.132, 2.045, 3.552)
C (2.165, 1.674, 4.474)
C (1.271, 0.656, 4.164)
C (1.362, 0.018, 2.935)
S (0.233, -1.284, 2.520)
H (4.038, -1.564, 1.072)
H (2.753, -2.315, 0.105)
H (2.567, -2.150, 1.857)
H (3.097, -0.461, -1.155)
H (3.943, 0.700, -0.163)
H (2.649, 1.938, -1.699)
H (1.879, 2.130, -0.135)
H (0.413, 2.880, -2.234)
H (-0.614, 2.383, -0.885)
H (-0.864, 1.695, -2.498)
H (1.543, 1.918, -3.864)
H (2.192, 0.659, -5.861)
H (2.216, -1.825, -5.817)
H (1.486, -3.018, -3.774)
H (3.983, 1.705, 1.620)
H (3.830, 2.838, 3.783)
H (2.093, 2.179, 5.427)
H (0.509, 0.356, 4.871)
N (-1.109, -2.798, 0.769)
C (-2.004, -3.451, -0.263)
C (-3.443, -2.935, -0.242)
C (-3.829, -2.290, -1.584)
C (-3.434, -0.823, -1.624)
N (-1.961, -0.600, -1.346)
H (-0.214, -3.285, 0.785)
H (-1.486, -2.902, 1.711)
H (-1.993, -4.534, -0.141)
H (-1.533, -3.236, -1.214)
H (-3.560, -2.198, 0.532)
H (-4.118, -3.747, 0.015)
H (-4.908, -2.329, -1.738)
H (-3.379, -2.839, -2.415)
H (-4.017, -0.268, -0.893)
H (-3.669, -0.392, -2.595)
H (-1.745, 0.336, -1.689)
H (-1.464, -1.242, -1.970)
C (-3.108, -0.272, 1.827)
C (-2.354, 0.995, 1.885)
C (-2.682, 2.072, 2.615)
C (-1.654, 3.044, 2.434)
C (-0.725, 2.544, 1.597)
C (0.512, 3.297, 1.244)
N (-1.119, 1.217, 1.188)
H (-4.065, -0.140, 2.332)
H (-2.595, -1.088, 2.350)
H (-3.323, -0.565, 0.818)
H (-3.557, 2.160, 3.240)
H (-1.607, 4.018, 2.894)
H (0.559, 4.168, 1.895)
H (0.521, 3.676, 0.223)
H (1.409, 2.719, 1.426)

## Properties
Multiplicity: 1
LUMO level, eV: -7.16
Charge: +2
Total energy, Eh: -2140.22503
M, g mol⁻¹: 665.71
Highest occupied orbital energy, eV: -13.515

C31H55B3Br2F7IN3O6S | ωB97M-V with the def2-TZVPD basis set

CARTESIAN COORDINATES (ANGSTROEM)
C (2.172, 4.071, 1.426)
C (1.282, 3.355, 0.363)
C (2.009, 2.130, -0.222)
C (1.968, 0.619, 0.125)
C (2.492, -0.001, -1.225)
N (0.867, -0.332, 0.644)
C (1.365, -1.173, 1.799)
S (2.735, -2.291, 1.375)
O (2.456, -3.088, 0.215)
O (2.919, -3.189, 2.467)
C (4.444, -1.564, 1.326)
F (4.780, -0.886, 0.217)
F (5.216, -2.624, 1.288)
C (4.909, -0.745, 2.572)
F (4.037, 0.174, 2.984)
F (5.214, -1.596, 3.514)
C (6.233, 0.050, 2.269)
F (6.684, 0.439, 3.446)
F (5.967, 1.156, 1.616)
F (7.149, -0.659, 1.696)
C (0.369, -1.924, 2.731)
C (-0.085, -3.378, 2.407)
C (-0.157, -4.361, 3.586)
C (-1.392, -5.318, 3.456)
Br (1.380, -5.599, 3.703)
C (-0.738, -0.922, 3.249)
B (-1.942, -1.522, 4.136)
C (-3.078, -2.585, 3.898)
O (-2.097, -0.935, 5.416)
C (-1.048, 0.259, 2.234)
I (0.326, 1.835, 3.127)
B (-2.395, 1.123, 2.464)
C (-3.878, 0.712, 2.830)
O (-2.359, 2.505, 2.206)
C (-0.599, -0.011, 0.751)
B (-1.191, 1.018, -0.327)
O (-0.484, 1.421, -1.461)
O (-2.528, 1.316, -0.385)
C (-3.022, 1.816, -1.630)
C (-4.573, 1.989, -1.524)
C (-1.306, -1.308, 0.132)
Br (-3.102, -1.671, 0.760)
C (-1.487, -1.417, -1.411)
C (-0.255, -1.500, -2.328)
H (2.586, 3.350, 2.129)
H (1.525, 4.790, 1.937)
H (2.944, 4.667, 0.940)
H (0.244, 3.266, 0.679)
H (1.237, 4.128, -0.417)
H (1.867, 2.229, -1.301)
H (3.067, 2.410, -0.170)
H (2.829, 0.450, 0.772)
H (1.822, 0.261, -2.037)
H (3.420, 0.548, -1.381)
H (2.752, -1.056, -1.121)
H (0.912, -1.064, -0.084)
H (1.839, -0.460, 2.485)
H (0.987, -2.124, 3.612)
H (0.509, -3.869, 1.630)
H (-1.090, -3.345, 1.977)
H (-0.224, -3.885, 4.565)
H (-1.082, -6.352, 3.334)
H (-2.020, -5.076, 2.601)
H (-1.936, -5.283, 4.399)
H (-0.170, -0.454, 4.048)
H (-3.047, -3.223, 3.023)
H (-3.072, -3.255, 4.769)
H (-4.035, -2.063, 3.982)
H (-1.549, -1.477, 6.006)
H (-4.123, -0.345, 2.861)
H (-4.606, 1.192, 2.175)
H (-4.094, 1.114, 3.835)
H (-2.735, 2.927, 2.992)
H (-0.275, 2.365, -1.433)
H (-2.860, 1.166, -2.487)
H (-2.662, 2.820, -1.854)
H (-5.083, 1.322, -2.218)
H (-4.890, 1.657, -0.531)
H (-4.875, 3.029, -1.624)
H (-0.730, -2.215, 0.337)
H (-1.891, -2.432, -1.503)
H (-2.337, -0.885, -1.837)
H (0.623, -1.950, -1.851)
H (-0.005, -0.562, -2.819)
H (-0.496, -2.171, -3.155)
C (-5.793, 0.881, -6.471)
C (-6.630, -0.387, -6.594)
C (-7.374, -0.739, -5.302)
C (-6.422, -0.969, -4.205)
N (-5.684, -1.143, -3.356)
H (-5.008, 0.771, -5.720)
H (-5.307, 1.110, -7.419)
H (-6.414, 1.736, -6.194)
H (-5.982, -1.217, -6.882)
H (-7.359, -0.258, -7.396)
H (-7.969, -1.642, -5.441)
H (-8.050, 0.068, -5.016)
C (6.282, 4.334, -2.822)
C (6.120, 3.041, -2.030)
C (5.716, 1.851, -2.906)
C (4.423, 2.108, -3.562)
N (3.417, 2.303, -4.059)
H (5.343, 4.639, -3.287)
H (6.598, 5.145, -2.166)
H (7.032, 4.222, -3.606)
H (5.371, 3.193, -1.247)
H (7.062, 2.807, -1.531)
H (5.626, 0.948, -2.300)
H (6.468, 1.667, -3.674)

## Properties
Multiplicity: 1
LUMO level, eV: -2.82
Charge: +1
Total energy, Eh: -8447.19742
M, g mol⁻¹: 1050.00
Highest occupied orbital energy, eV: -11.785

> Which formula does entry 1 have?

C9H9N3O

> Which of these has the lowest total energy?

C31H55B3Br2F7IN3O6S

> What is the total energy in the first record?

-587.84466 Eh

> Which value of multiplicity does entry 4 give?

1